{
  "formula": "C58H56N8RhS3",
  "method": "ωB97M-V with the def2-TZVPD basis set",
  "elements": ["Rh", "C", "C", "C", "N", "C", "C", "C", "C", "C", "C", "C", "N", "C", "C", "C", "N", "C", "C", "C", "C", "C", "C", "C", "N", "C", "C", "H", "H", "H", "H", "H", "H", "H", "H", "H", "H", "H", "H", "H", "H", "H", "H", "H", "H", "H", "H", "H", "H", "H", "H", "H", "H", "N", "S", "N", "S", "N", "S", "N", "C", "C", "C", "C", "C", "C", "C", "C", "C", "C", "C", "C", "C", "C", "C", "C", "C", "C", "C", "C", "C", "C", "C", "C", "C", "C", "C", "C", "C", "C", "C", "C", "C", "C", "C", "C", "H", "H", "H", "H", "H", "H", "H", "H", "H", "H", "H", "H", "H", "H", "H", "H", "H", "H", "H", "H", "H", "H", "H", "H", "H", "H", "H", "H", "H", "H"],
  "positions_angstrom": [[-0.9869, 0.1048, -1.4210], [0.4986, 2.5494, -4.9390], [-0.2663, 1.2235, -4.9404], [0.4458, 0.2335, -4.0174], [-0.3986, -0.6210, -3.1996], [-0.3763, -1.9313, -3.3341], [-0.0120, -2.5392, -4.5683], [0.1732, -3.8542, -4.9234], [0.0294, -5.0243, -4.1797], [-0.4191, -5.0897, -2.8779], [-0.8090, -4.0789, -2.0093], [-0.8551, -2.6769, -2.1519], [-1.3403, -1.8889, -1.2010], [-2.3314, -2.3950, -0.2720], [-3.5001, -1.4208, -0.1287], [-3.8936, -0.7434, -1.4404], [-2.9511, 0.3163, -1.7551], [-3.3327, 1.4441, -2.3093], [-4.5974, 1.5808, -2.9412], [-5.3057, 2.6947, -3.3386], [-4.9956, 4.0424, -3.2145], [-3.7983, 4.5414, -2.7388], [-2.6353, 3.8810, -2.3720], [-2.3046, 2.5091, -2.3028], [-1.0662, 2.0764, -2.1102], [0.0601, 2.9725, -2.3798], [0.0971, 3.5136, -3.8196], [0.3574, 3.0740, -5.8863], [1.5708, 2.3287, -4.8764], [-0.3202, 0.8169, -5.9532], [-1.2936, 1.3708, -4.6051], [1.0514, 0.7931, -3.3041], [1.1559, -0.3683, -4.5875], [0.0927, -1.8361, -5.3842], [0.4578, -3.9977, -5.9612], [0.2555, -5.9586, -4.6769], [-0.4734, -6.0879, -2.4533], [-1.0830, -4.4227, -1.0197], [-1.9104, -2.5934, 0.7216], [-2.7192, -3.3404, -0.6596], [-3.2645, -0.6456, 0.5998], [-4.3585, -1.9826, 0.2488], [-4.8868, -0.3084, -1.3120], [-3.9576, -1.4751, -2.2566], [-5.0826, 0.6376, -3.1545], [-6.2641, 2.4748, -3.7977], [-5.7446, 4.7574, -3.5277], [-3.7357, 5.6230, -2.6738], [-1.8219, 4.5396, -2.0942], [0.9707, 2.4207, -2.1437], [0.0500, 3.8301, -1.6963], [0.7787, 4.3690, -3.8387], [-0.8892, 3.9132, -4.0602], [-1.1610, 0.3558, 0.6801], [-0.8838, 1.0122, 1.9295], [0.3783, 0.4471, 2.8594], [1.1298, -0.8646, 2.5853], [1.3888, -1.4484, 1.1883], [1.9011, -0.6550, -0.1603], [1.0379, 0.2050, -0.9473], [2.5487, -2.0575, -1.0402], [2.3343, -3.3754, -0.6697], [2.7123, -4.3854, -1.5453], [3.2908, -4.0737, -2.7649], [3.5056, -2.7473, -3.1225], [3.1279, -1.7321, -2.2631], [3.3235, 0.2571, 0.3848], [4.5155, -0.3704, 0.7155], [5.5667, 0.4046, 1.1813], [5.4143, 1.7790, 1.3132], [4.2137, 2.3909, 0.9794], [3.1544, 1.6295, 0.5076], [2.6529, -0.6544, 3.4712], [3.4651, -1.7770, 3.5899], [4.6707, -1.6598, 4.2561], [5.0564, -0.4293, 4.7778], [4.2442, 0.6838, 4.6318], [3.0245, 0.5794, 3.9743], [0.3824, -2.2355, 3.4246], [0.3739, -2.2159, 4.8153], [-0.2975, -3.2217, 5.4891], [-0.9515, -4.2203, 4.7765], [-0.9330, -4.2246, 3.3896], [-0.2564, -3.2288, 2.6995], [-0.4287, 2.7430, 1.9636], [-0.6962, 3.4709, 0.8203], [-0.4084, 4.8322, 0.8106], [0.1337, 5.4369, 1.9315], [0.3890, 4.6916, 3.0799], [0.1030, 3.3387, 3.1050], [-2.2467, 0.9998, 3.0756], [-2.3475, 0.0699, 4.0959], [-3.5158, 0.0145, 4.8443], [-4.5620, 0.8808, 4.5666], [-4.4507, 1.8073, 3.5367], [-3.2926, 1.8674, 2.7807], [1.8720, -3.6075, 0.2790], [2.5348, -5.4185, -1.2783], [3.5681, -4.8668, -3.4465], [3.9555, -2.5064, -4.0763], [3.2571, -0.6931, -2.5419], [4.6224, -1.4421, 0.6012], [6.5082, -0.0640, 1.4357], [6.2419, 2.3774, 1.6715], [4.1033, 3.4631, 1.0770], [2.2098, 2.0749, 0.2204], [3.1534, -2.7264, 3.1716], [5.3095, -2.5251, 4.3691], [6.0003, -0.3401, 5.2993], [4.5550, 1.6398, 5.0313], [2.3728, 1.4327, 3.8492], [0.8790, -1.4278, 5.3595], [-0.3089, -3.2280, 6.5706], [-1.4758, -5.0023, 5.3095], [-1.4417, -5.0055, 2.8408], [-0.2156, -3.2095, 1.6195], [-1.1155, 2.9679, -0.0435], [-0.6170, 5.4215, -0.0730], [0.3523, 6.4966, 1.9191], [0.8034, 5.1710, 3.9569], [0.2772, 2.7514, 3.9969], [-1.5271, -0.5967, 4.3126], [-3.6045, -0.7058, 5.6469], [-5.4691, 0.8364, 5.1545], [-5.2679, 2.4819, 3.3202], [-3.2046, 2.5786, 1.9685]],
  "forces_ev_per_angstrom": [[0.3, -0.5, 0.1], [0.0, 0.0, 0.0], [0.0, 0.0, 0.0], [-0.1, 0.0, 0.0], [-0.1, 0.0, 0.0], [0.0, 0.0, -0.1], [0.0, 0.1, 0.1], [0.0, -0.1, 0.0], [0.0, 0.0, -0.1], [0.0, 0.0, 0.0], [0.0, 0.0, 0.0], [-0.2, 0.0, 0.0], [0.3, 0.0, 0.0], [0.1, 0.0, 0.1], [-0.1, 0.0, 0.0], [0.0, 0.0, 0.1], [0.1, 0.0, -0.2], [-0.1, 0.0, 0.1], [0.0, 0.0, 0.0], [0.0, 0.0, 0.0], [0.0, 0.0, 0.0], [0.0, 0.0, 0.0], [0.0, 0.0, 0.0], [0.0, 0.0, 0.0], [0.1, 0.0, 0.1], [-0.1, 0.0, 0.0], [0.0, 0.0, 0.0], [0.0, 0.0, 0.0], [0.0, 0.0, 0.0], [0.0, 0.0, 0.0], [0.0, 0.0, 0.0], [0.0, 0.0, 0.0], [0.0, 0.0, 0.0], [0.0, 0.0, 0.0], [0.0, 0.0, 0.0], [0.0, 0.0, 0.0], [0.0, 0.0, 0.0], [0.0, 0.0, 0.0], [-0.1, 0.0, -0.1], [0.0, 0.0, 0.0], [0.0, 0.0, 0.0], [0.0, 0.0, 0.0], [0.0, 0.0, 0.0], [0.0, 0.0, 0.0], [0.0, 0.0, 0.0], [0.0, 0.0, 0.0], [0.0, 0.0, 0.0], [0.0, 0.0, 0.0], [0.0, 0.0, 0.0], [0.0, 0.0, 0.0], [0.0, 0.0, 0.0], [0.0, 0.0, 0.0], [0.0, 0.0, 0.0], [-0.7, 0.6, -0.2], [0.4, -0.1, 0.0], [-0.1, 0.1, 0.1], [0.1, 0.0, 0.0], [-0.1, -0.1, 0.0], [0.1, 0.0, -0.1], [-0.1, 0.2, -0.1], [0.0, -0.1, 0.0], [0.1, 0.0, 0.0], [0.0, 0.0, 0.0], [0.0, 0.0, 0.0], [0.0, 0.0, 0.0], [0.0, 0.0, 0.0], [0.1, 0.1, 0.0], [0.0, 0.0, 0.0], [0.0, 0.0, 0.0], [0.0, 0.0, 0.0], [0.0, 0.0, 0.0], [0.1, 0.0, 0.0], [0.1, 0.0, 0.0], [0.0, 0.0, 0.0], [0.0, 0.0, 0.0], [0.0, 0.0, 0.0], [0.0, 0.0, 0.0], [0.0, 0.0, 0.0], [-0.1, -0.1, 0.0], [0.0, 0.0, -0.1], [0.0, 0.0, 0.0], [0.0, 0.0, 0.0], [0.0, 0.0, 0.0], [0.1, 0.1, 0.0], [0.0, 0.0, 0.1], [0.0, 0.0, 0.0], [0.0, 0.0, 0.0], [0.0, 0.0, 0.0], [0.0, 0.0, 0.0], [0.0, 0.0, -0.1], [0.0, -0.1, 0.1], [0.0, 0.1, 0.0], [0.0, 0.0, 0.0], [0.0, 0.0, 0.0], [0.0, 0.0, 0.0], [0.0, 0.0, 0.0], [0.0, 0.0, 0.0], [0.0, 0.0, 0.0], [0.0, 0.0, 0.0], [0.0, 0.0, 0.0], [0.0, 0.0, 0.0], [0.0, 0.0, 0.0], [0.0, 0.0, 0.0], [0.0, 0.0, 0.0], [0.0, 0.0, 0.0], [0.0, 0.0, 0.0], [0.0, 0.0, 0.0], [0.0, 0.0, 0.0], [0.0, 0.0, 0.0], [0.0, 0.0, 0.0], [0.0, 0.0, 0.0], [0.0, 0.0, 0.0], [0.0, 0.0, 0.0], [0.0, 0.0, 0.0], [0.0, 0.0, 0.0], [0.0, 0.0, 0.0], [0.0, 0.0, 0.0], [0.0, 0.0, 0.0], [0.0, 0.0, 0.0], [0.0, 0.0, 0.0], [0.0, 0.0, 0.0], [0.0, 0.0, 0.0], [0.0, 0.0, 0.0], [0.0, 0.0, 0.0], [0.0, 0.0, 0.0], [0.0, 0.0, 0.0]],
  "homo_ha": -0.3121,
  "total_charge": 1,
  "spin_multiplicity": 1,
  "e_above_lowest_kcal_mol": 0.0
}